Computed, not measured: C25H55MnNO2Si2 as an isolated structure, with ωB97M-V/def2-TZVPD.

```
86
Properties=species:S:1:pos:R:3
O 2.792 1.311 -1.607
O 1.197 0.357 -3.422
C 3.272 2.468 -0.927
C 3.565 2.298 0.556
H 2.486 3.227 -1.087
H 4.176 2.813 -1.466
H 2.819 1.680 1.074
H 3.565 3.285 1.022
H 4.561 1.866 0.703
C 3.414 0.046 -1.302
C 4.488 -0.304 -2.291
H 2.600 -0.690 -1.338
H 3.802 0.047 -0.267
H 4.059 -0.409 -3.291
H 4.947 -1.257 -2.006
H 5.266 0.466 -2.300
C 0.827 -0.747 -4.265
C 1.534 1.575 -4.124
C 1.658 -1.963 -3.930
H 0.962 -0.479 -5.328
H -0.243 -0.952 -4.099
H 2.696 -1.826 -4.252
H 1.255 -2.826 -4.470
H 1.649 -2.200 -2.859
C 2.911 1.512 -4.720
H 1.466 2.372 -3.371
H 0.772 1.778 -4.898
H 3.663 1.531 -3.928
H 3.060 2.389 -5.352
H 3.043 0.614 -5.333
H 0.963 0.486 -1.582
Mn -0.985 -0.485 1.135
C 0.031 0.181 -0.909
Si -1.423 1.268 -1.491
H -0.102 -0.890 -1.121
H 0.397 0.400 0.123
C -0.797 3.043 -1.431
C -3.048 1.185 -0.530
C -1.979 0.850 -3.243
C -0.972 1.199 2.310
Si -2.354 1.294 3.584
H -0.994 2.060 1.614
H 0.011 1.256 2.820
C -3.923 1.929 2.765
C -1.841 2.484 4.948
C -2.770 -0.356 4.389
H -2.887 1.425 -3.480
H -2.225 -0.217 -3.327
H -1.220 1.087 -3.995
H -0.811 3.428 -0.402
H -1.441 3.690 -2.046
H 0.232 3.128 -1.808
H -2.974 1.435 0.535
H -3.526 0.196 -0.624
H -3.726 1.925 -0.991
H -1.180 3.265 4.550
H -1.303 1.957 5.748
H -2.722 2.971 5.390
H -1.927 -0.728 4.987
H -3.034 -1.135 3.661
H -3.627 -0.226 5.067
H -4.617 2.276 3.543
H -4.430 1.143 2.189
H -3.724 2.776 2.095
C 1.664 -1.117 2.801
N 0.566 -1.796 2.082
C 1.159 -2.686 1.061
C -0.249 -2.621 3.040
C -1.530 -3.042 2.368
C -2.186 -4.218 2.762
C -3.355 -4.611 2.101
C -3.854 -3.825 1.060
C -3.207 -2.623 0.696
C -2.070 -2.221 1.375
H 2.242 -0.503 2.097
H 2.331 -1.867 3.257
H 1.262 -0.462 3.584
H 1.786 -2.083 0.392
H 0.382 -3.181 0.470
H 1.791 -3.450 1.544
H 0.350 -3.492 3.367
H -0.443 -2.010 3.941
H -1.760 -4.804 3.579
H -3.863 -5.527 2.407
H -4.756 -4.136 0.535
H -3.593 -2.007 -0.117
```

The lowest unoccupied orbital energy (spin up / spin down) comes out at -5.534 / -2.918 eV. The calculation puts the HOMO energy (spin up / spin down) at -0.395 / -0.440 Ha. As for the total energy: -2920.4833 hartree. Its net charge is +1. As for the multiplicity: 5. The HOMO-LUMO gap (spin up / spin down) comes out at 5.21 / 9.05 eV. The value obtained for the largest force on an atom is 0.0480 hartree/bohr.

Computed, not measured: one molecule with the formula C5H8N2O4S2, with ωB97M-V/def2-TZVPD.

```
21
Properties=species:S:1:pos:R:3
C 1.124 1.254 1.913
C 0.655 0.185 2.608
C 1.869 0.449 -0.100
C -2.260 -0.505 -0.624
C 0.039 1.377 -1.493
N 1.854 1.351 0.804
N 0.691 -0.647 3.446
O 0.880 -3.047 -0.296
O 1.222 -0.750 0.192
O -1.733 0.033 -3.108
O -0.088 -1.224 -1.792
S 1.266 -1.874 -0.988
S -1.043 0.086 -1.804
H 0.948 2.121 2.412
H 2.360 0.443 -1.179
H -1.879 -0.477 0.437
H -3.225 0.139 -0.565
H -2.549 -1.448 -0.848
H -0.089 1.993 -2.302
H -0.050 1.858 -0.564
H 0.006 -1.317 3.851
```

The lowest unoccupied orbital energy comes out at 0.213 eV. Its energy relative to the best compared isomer or geometry (same formula, charge and spin) is 5.121 eV. The calculation puts the HOMO energy at -0.279 Ha. As for the total energy: -1401.9037 hartree. As for the multiplicity: 1. The HOMO-LUMO gap comes out at 7.82 eV. The value obtained for the largest force on an atom is 0.1006 hartree/bohr.